*i*
{"formula": "C7H9Cl", "method": "the ωB97M-V functional and the def2-TZVPD basis", "symbols": ["Cl", "C", "C", "C", "C", "C", "C", "C", "H", "H", "H", "H", "H", "H", "H", "H", "H"], "positions_angstrom": [[0.80, 0.38, 2.40], [-0.89, -2.01, 1.19], [0.79, 2.00, -1.08], [-0.37, -0.95, 0.50], [0.95, -0.26, 0.78], [-1.08, -0.22, -0.68], [1.15, 0.65, -0.45], [-0.29, 1.11, -0.50], [0.95, 2.11, -2.17], [-1.89, -2.48, 0.87], [1.61, -1.05, 0.72], [1.34, 0.09, -1.35], [-0.44, -2.67, 1.92], [-2.17, -0.28, -0.43], [-0.97, -0.79, -1.70], [-0.40, 1.46, 0.51], [0.91, 2.90, -0.54]], "charge": 0, "homo_energy_ev": -9.15, "smiles": "C=C1C[C@@H]2C[C@H]2[C@H]1Cl"}


*ii*
{"formula": "C7H9Cl", "method": "the ωB97M-V functional and the def2-TZVPD basis", "symbols": ["Cl", "C", "C", "C", "C", "C", "C", "C", "H", "H", "H", "H", "H", "H", "H", "H", "H"], "positions_angstrom": [[-2.33, -1.05, -0.81], [-1.52, -0.35, 0.68], [-1.42, 1.16, 0.54], [0.85, -0.27, -0.20], [2.00, -1.10, -0.21], [0.57, 0.84, -0.88], [-0.48, 1.65, -0.61], [-0.15, -0.86, 0.51], [-1.87, -0.93, 1.62], [1.27, 1.05, -1.58], [2.01, -2.04, 0.34], [0.25, -1.81, 0.88], [-2.51, 1.45, 0.34], [-0.96, 1.56, 1.50], [2.20, -1.46, -1.36], [2.83, -0.43, 0.16], [-0.75, 2.59, -0.94]], "charge": 0, "homo_energy_ev": -8.16, "smiles": "CC1=C[C@H](Cl)CC=C1"}


Stability ranking, top entry: *ii*; the second entry is 1.754 eV less favorable.


*i*
{"formula": "C5H4N2O2", "method": "the ωB97M-V functional and the def2-TZVPD basis", "symbols": ["O", "O", "N", "N", "C", "C", "C", "C", "C", "H", "H", "H", "H"], "positions_angstrom": [[0.81, -0.50, -2.46], [-1.20, 0.79, -2.03], [-0.66, -0.01, 0.14], [-0.88, 0.31, 1.48], [-0.09, 0.28, -2.78], [1.08, -0.71, 1.97], [-0.16, -0.10, 2.29], [2.09, -1.33, 1.70], [-1.38, 0.69, -0.70], [-0.35, 0.48, -3.87], [-0.16, 0.23, 3.35], [3.01, -1.59, 1.18], [-2.12, 1.48, -0.28]], "charge": 0, "homo_energy_ev": -9.34, "smiles": "C#C/C=N\\N=C\\OC=O"}


*ii*
{"formula": "C5H4N2O2", "method": "the ωB97M-V functional and the def2-TZVPD basis", "symbols": ["O", "O", "N", "N", "C", "C", "C", "C", "C", "H", "H", "H", "H"], "positions_angstrom": [[-0.73, 1.25, -0.09], [1.50, 1.85, 0.01], [-4.05, 0.15, -0.01], [1.91, -1.24, -0.09], [-1.46, 0.07, -0.05], [0.71, -0.47, -0.07], [-2.89, 0.17, -0.01], [0.58, 0.89, -0.04], [-0.63, -1.00, -0.06], [-0.87, -2.05, -0.09], [2.14, -1.64, 0.84], [2.71, -0.70, -0.41], [1.09, 2.72, 0.06]], "charge": 0, "homo_energy_ev": -8.42, "smiles": "N#Cc1cc(N)c(O)o1"}


Stability ranking, top entry: *ii*; the second entry is 4.158 eV less favorable.


*i*
{"formula": "FH5N3P", "method": "the ωB97M-V functional and the def2-TZVPD basis", "symbols": ["P", "F", "N", "N", "N", "H", "H", "H", "H", "H"], "positions_angstrom": [[-0.47, 0.33, 0.07], [-1.07, 1.32, -1.24], [1.10, 0.53, -0.21], [-0.97, -1.11, -0.51], [-1.12, 0.63, 1.43], [-0.78, 1.45, 1.79], [-0.59, -1.76, 0.23], [-1.94, -1.18, -0.62], [1.61, 0.46, 0.69], [1.47, 0.08, -1.01]], "charge": 0, "homo_energy_ev": -9.88, "smiles": "N=P(N)(N)F"}


*ii*
{"formula": "FH5N3P", "method": "the ωB97M-V functional and the def2-TZVPD basis", "symbols": ["P", "F", "N", "N", "N", "H", "H", "H", "H", "H"], "positions_angstrom": [[0.52, 0.22, -0.02], [2.06, -0.24, -0.07], [-0.09, -0.39, -1.49], [-0.69, 2.12, 1.31], [0.00, -1.02, 0.95], [0.22, -1.00, 1.90], [-0.98, -1.24, 0.80], [-1.02, 2.45, 0.46], [-0.34, 0.37, -2.13], [0.33, -1.27, -1.71]], "charge": 0, "homo_energy_ev": [-8.84, -8.90]}


Stability ranking, top entry: *i*; the second entry is 4.262 eV less favorable.


*i*
{"formula": "C23H22CaCl4F2N4O3S", "method": "the ωB97M-V functional and the def2-TZVPD basis", "symbols": ["Ca", "Cl", "Cl", "Cl", "Cl", "S", "F", "F", "O", "O", "O", "N", "N", "N", "N", "C", "C", "C", "C", "C", "C", "C", "C", "C", "C", "C", "C", "C", "C", "C", "C", "C", "C", "C", "C", "C", "C", "C", "H", "H", "H", "H", "H", "H", "H", "H", "H", "H", "H", "H", "H", "H", "H", "H", "H", "H", "H", "H", "H", "H"], "positions_angstrom": [[0.03, -0.85, -0.74], [-1.55, -2.93, 6.13], [-0.81, 1.45, 3.00], [-3.15, -1.66, 0.91], [-2.83, -4.55, 0.62], [0.31, -1.36, 4.11], [5.41, 1.18, -0.58], [5.19, -3.34, -1.66], [-2.47, -1.93, -2.19], [0.69, -2.04, 1.70], [-0.88, -3.01, -1.03], [1.25, 1.36, -0.15], [-1.97, 0.77, -1.23], [-0.12, -1.52, 2.40], [0.35, -1.07, -3.24], [2.52, -1.09, -0.63], [3.27, 0.09, -0.43], [0.73, 0.08, -4.07], [-2.09, -1.44, 5.46], [-3.15, -3.04, -0.23], [3.23, 2.36, 0.71], [2.58, 1.31, 0.05], [-1.28, -0.73, 4.58], [3.19, -2.24, -1.04], [-3.81, 0.21, 5.27], [-1.76, 0.48, 4.07], [-2.12, 1.79, -2.29], [-1.48, 1.30, -3.58], [0.58, 2.45, 0.24], [2.52, 3.47, 1.12], [1.16, 3.53, 0.87], [4.56, -2.22, -1.26], [0.06, 1.34, -3.55], [4.64, 0.06, -0.69], [5.31, -1.07, -1.10], [-2.06, -2.66, -1.27], [-3.35, -0.98, 5.81], [-3.02, 0.94, 4.40], [-4.13, -3.08, -0.69], [-2.38, 1.12, -0.37], [0.49, -0.07, -5.13], [4.29, 2.29, 0.90], [0.40, 1.49, -2.52], [-3.96, -1.56, 6.49], [-1.84, 0.28, -3.76], [6.37, -1.05, -1.30], [3.03, 4.27, 1.63], [1.81, 0.20, -3.99], [2.67, -3.18, -1.20], [-1.63, 2.71, -1.96], [-0.57, -1.45, -3.47], [0.57, 4.39, 1.16], [1.02, -1.82, -3.35], [-1.85, 1.90, -4.41], [-4.80, 0.57, 5.54], [-3.38, 1.88, 3.99], [-2.54, -0.03, -1.50], [-3.17, 2.03, -2.47], [0.42, 2.21, -4.11], [-0.49, 2.45, 0.04]], "charge": 0, "homo_energy_ev": -7.73}


*ii*
{"formula": "C23H22CaCl4F2N4O3S", "method": "the ωB97M-V functional and the def2-TZVPD basis", "symbols": ["Ca", "Cl", "Cl", "Cl", "Cl", "S", "F", "F", "O", "O", "O", "N", "N", "N", "N", "C", "C", "C", "C", "C", "C", "C", "C", "C", "C", "C", "C", "C", "C", "C", "C", "C", "C", "C", "C", "C", "C", "C", "H", "H", "H", "H", "H", "H", "H", "H", "H", "H", "H", "H", "H", "H", "H", "H", "H", "H", "H", "H", "H", "H"], "positions_angstrom": [[0.20, -0.33, -0.35], [3.57, -3.96, -2.51], [1.83, -1.35, 1.95], [-4.19, -1.71, 2.18], [-1.87, -1.93, 3.95], [2.67, -1.20, -1.17], [-5.24, 1.81, 2.99], [-0.85, 2.55, 4.38], [-1.58, -0.39, 1.24], [-0.98, -2.41, 0.52], [-2.58, 2.04, -1.12], [0.87, 1.75, 1.10], [-1.74, 2.18, -0.27], [0.70, 1.50, -2.11], [-1.00, -1.51, -2.24], [2.72, -2.69, -0.26], [-0.72, -1.26, -3.66], [0.04, 1.07, -4.46], [2.17, 3.96, 2.17], [0.81, 3.78, 2.35], [-2.23, 2.25, 1.08], [-3.95, 2.02, 2.68], [-1.26, 2.44, 2.07], [1.18, 1.16, -3.46], [-1.72, 2.40, 3.38], [2.19, 1.92, 0.95], [-1.12, 0.17, -4.04], [-1.62, -1.65, 1.27], [2.88, 3.00, 1.46], [2.37, -2.78, 1.10], [3.16, -5.10, -0.12], [0.20, 2.66, 1.81], [-3.04, 2.18, 3.71], [-3.57, 2.05, 1.36], [-2.52, -2.29, 2.34], [2.80, -5.13, 1.21], [3.12, -3.91, -0.83], [2.40, -3.96, 1.83], [2.67, 4.82, 2.58], [-2.00, -1.50, -2.07], [3.48, -6.00, -0.63], [1.44, 1.97, -1.59], [-2.53, -3.37, 2.22], [-1.23, -1.98, -4.31], [-4.28, 1.88, 0.56], [-0.70, -2.45, -1.98], [0.36, -1.41, -3.80], [3.95, 3.09, 1.30], [2.71, 1.14, 0.40], [-3.35, 2.13, 4.75], [-1.63, 0.63, -3.19], [2.83, -6.06, 1.76], [2.10, -3.95, 2.87], [-0.34, 2.07, -4.66], [0.23, 4.49, 2.92], [1.72, 0.22, -3.39], [1.90, 1.91, -3.82], [-1.85, 0.15, -4.85], [0.46, 0.71, -5.41], [-0.06, 2.18, -2.16]], "charge": 0, "homo_energy_ev": -7.35}


Stability ranking, top entry: *ii*; the second entry is 2.246 eV less favorable.


*i*
{"formula": "C5H13N2O2", "method": "the ωB97M-V functional and the def2-TZVPD basis", "symbols": ["O", "O", "N", "N", "C", "C", "C", "C", "C", "H", "H", "H", "H", "H", "H", "H", "H", "H", "H", "H", "H", "H"], "positions_angstrom": [[-1.33, 0.84, 1.75], [-1.68, 2.23, 1.69], [-1.78, -0.53, -0.56], [1.04, 0.00, 1.43], [-0.80, -0.21, -0.05], [0.63, 0.11, -0.01], [3.00, -0.20, -0.79], [-3.11, -0.75, -0.90], [1.50, -0.53, -1.21], [0.48, 1.17, -0.34], [3.13, 0.92, -0.70], [-3.31, -0.83, -1.95], [3.33, -0.68, 0.08], [1.37, -0.97, 1.57], [-0.38, 0.77, 2.13], [-2.66, 2.40, 1.97], [3.58, -0.70, -1.58], [-3.90, -0.11, -0.49], [-3.48, -1.76, -0.41], [1.30, 0.02, -2.03], [1.20, -1.63, -1.35], [1.86, 0.43, 1.74]], "charge": 1, "homo_energy_ev": -13.83}


*ii*
{"formula": "C5H13N2O2", "method": "the ωB97M-V functional and the def2-TZVPD basis", "symbols": ["O", "O", "N", "N", "C", "C", "C", "C", "C", "H", "H", "H", "H", "H", "H", "H", "H", "H", "H", "H", "H", "H"], "positions_angstrom": [[1.72, 2.30, 1.81], [1.28, -1.88, -1.09], [-1.01, 1.54, -0.06], [0.08, 0.44, -1.81], [-0.55, -0.71, 0.99], [0.46, -2.52, -0.47], [-0.82, -1.87, -0.02], [-1.48, 0.46, 0.83], [-0.32, 1.52, -1.16], [0.48, -0.41, -1.42], [0.59, -3.58, -0.19], [-0.99, 2.45, 0.40], [-1.55, -2.54, 0.40], [0.49, -0.38, 0.97], [-1.66, 0.92, 1.80], [-1.36, -1.45, -0.88], [-2.44, 0.15, 0.44], [1.74, 2.92, 2.56], [0.37, 0.61, -2.76], [1.84, 1.45, 2.26], [-0.66, -1.17, 1.97], [-0.02, 2.47, -1.55]], "charge": 1, "homo_energy_ev": -14.21}


Stability ranking, top entry: *ii*; the second entry is 5.531 eV less favorable.


*i*
{"formula": "C4H7N2O", "method": "the ωB97M-V functional and the def2-TZVPD basis", "symbols": ["O", "N", "N", "C", "C", "C", "C", "H", "H", "H", "H", "H", "H", "H"], "positions_angstrom": [[1.69, 2.31, 0.22], [-2.29, 0.19, -0.32], [-0.32, 1.17, 0.10], [-1.54, 0.78, 0.55], [1.90, -1.19, 0.27], [0.74, 1.74, 0.27], [0.86, -1.04, -0.56], [-3.22, -0.27, -0.08], [-1.91, 0.04, -1.23], [2.19, -2.02, 1.06], [-1.67, 0.93, 1.56], [2.80, -0.51, 0.06], [0.79, -0.55, -1.51], [-0.02, -1.58, -0.39]], "charge": 1, "homo_energy_ev": -13.60}


*ii*
{"formula": "C4H7N2O", "method": "the ωB97M-V functional and the def2-TZVPD basis", "symbols": ["O", "N", "N", "C", "C", "C", "C", "H", "H", "H", "H", "H", "H", "H"], "positions_angstrom": [[-0.48, -0.63, -1.42], [-0.30, -1.67, -1.95], [-0.40, 1.02, 0.34], [0.02, -2.76, -2.14], [-1.01, 2.16, -0.12], [1.21, -0.34, 1.68], [0.29, 0.25, 0.82], [0.84, -1.10, 2.30], [0.14, -3.78, -2.46], [-0.77, 3.04, 0.53], [1.94, -0.78, 1.09], [-2.14, 2.05, -0.04], [1.41, 0.25, 2.57], [-0.75, 2.29, -1.20]], "charge": 1, "homo_energy_ev": -13.79}


*iii*
{"formula": "C4H7N2O", "method": "the ωB97M-V functional and the def2-TZVPD basis", "symbols": ["O", "N", "N", "C", "C", "C", "C", "H", "H", "H", "H", "H", "H", "H"], "positions_angstrom": [[-1.26, -1.63, 0.13], [-2.66, 0.18, 0.05], [-1.67, 0.84, -0.13], [-0.48, 0.95, -0.08], [0.70, 1.77, 0.07], [-0.17, -1.26, 0.07], [1.20, -1.62, 0.07], [1.42, 1.58, -0.73], [0.44, 2.83, 0.04], [1.91, -0.79, 0.13], [-3.33, 0.08, -0.70], [1.39, -2.19, -0.85], [1.17, 1.57, 1.03], [1.36, -2.31, 0.91]], "charge": 1, "homo_energy_ev": [-14.19, -14.19]}


*iv*
{"formula": "C4H7N2O", "method": "the ωB97M-V functional and the def2-TZVPD basis", "symbols": ["O", "N", "N", "C", "C", "C", "C", "H", "H", "H", "H", "H", "H", "H"], "positions_angstrom": [[0.83, 0.26, 0.79], [-0.13, 1.91, -0.60], [1.46, 1.48, 0.90], [-1.05, -0.69, -0.50], [0.85, 2.36, 0.07], [-0.58, -2.12, -0.20], [-0.12, 0.31, -0.04], [0.41, -2.29, -0.61], [1.20, 3.38, 0.00], [2.22, 1.57, 1.56], [-1.23, -0.52, -1.56], [-1.27, -2.83, -0.66], [-2.01, -0.50, -0.01], [-0.56, -2.31, 0.87]], "charge": 1, "homo_energy_ev": -15.83, "smiles": "CCc1nc[nH+]o1"}


Stability ranking, top entry: *i*; the second entry is 0.645 eV less favorable.


*i*
{"formula": "C3H9NS", "method": "the ωB97M-V functional and the def2-TZVPD basis", "symbols": ["S", "N", "C", "C", "C", "H", "H", "H", "H", "H", "H", "H", "H", "H"], "positions_angstrom": [[1.29, 1.08, 0.42], [-0.87, -0.60, -0.65], [1.86, -0.12, 1.63], [-0.51, 0.42, 0.34], [-1.18, -0.01, -2.02], [1.75, -1.23, 1.39], [-0.60, 0.09, 1.39], [1.46, 0.15, 2.67], [-1.15, -1.52, -0.37], [-0.57, 0.91, -2.10], [-2.27, 0.31, -2.00], [-1.15, 1.28, 0.39], [2.85, 0.01, 1.80], [-0.91, -0.78, -2.88]], "charge": 0, "homo_energy_ev": -8.45, "smiles": "CNCSC"}


*ii*
{"formula": "C3H9NS", "method": "the ωB97M-V functional and the def2-TZVPD basis", "symbols": ["S", "N", "C", "C", "C", "H", "H", "H", "H", "H", "H", "H", "H", "H"], "positions_angstrom": [[2.11, -0.60, 1.04], [-0.44, 1.82, -1.39], [0.47, -1.44, 1.12], [-0.63, 0.73, -0.36], [-0.56, -0.82, -0.55], [0.47, 1.78, -1.85], [0.31, -0.99, -1.21], [-1.52, -1.23, -0.90], [0.04, 0.88, 0.49], [1.81, 0.13, 2.22], [-0.61, -1.41, 0.64], [0.72, -2.54, 1.41], [-0.55, 2.71, -0.87], [-1.62, 0.97, 0.20]], "charge": 0, "homo_energy_ev": -7.92}


Stability ranking, top entry: *i*; the second entry is 4.366 eV less favorable.


*i*
{"formula": "C3H9NS", "method": "the ωB97M-V functional and the def2-TZVPD basis", "symbols": ["S", "N", "C", "C", "C", "H", "H", "H", "H", "H", "H", "H", "H", "H"], "positions_angstrom": [[-2.11, -1.39, 0.17], [0.92, -0.62, 1.00], [1.07, 1.03, -0.77], [-1.14, 0.15, 0.00], [0.32, -0.18, -0.25], [-1.55, 0.68, -0.84], [0.41, -1.41, 1.38], [0.80, 1.25, -1.81], [-1.23, 0.78, 0.88], [2.14, 0.84, -0.78], [0.36, -0.97, -1.02], [-2.75, -1.10, 1.31], [1.87, -0.95, 0.85], [0.89, 1.89, -0.13]], "charge": 0, "homo_energy_ev": -9.08, "smiles": "C[C@@H](N)CS"}


*ii*
{"formula": "C3H9NS", "method": "the ωB97M-V functional and the def2-TZVPD basis", "symbols": ["S", "N", "C", "C", "C", "H", "H", "H", "H", "H", "H", "H", "H", "H"], "positions_angstrom": [[0.23, 2.91, 0.44], [-0.21, -1.06, -0.11], [-0.14, -2.01, -1.22], [-0.20, 0.39, -0.25], [0.01, 1.25, 1.03], [0.92, 0.81, 1.55], [-0.26, -3.06, -0.96], [-0.96, -1.68, -1.85], [0.59, 0.83, -0.83], [0.62, 2.99, 2.43], [-1.18, 0.69, -0.66], [0.80, -1.91, -1.80], [-0.84, 1.15, 1.74], [0.63, -1.30, 0.50]], "charge": 0, "homo_energy_ev": -8.82}


Stability ranking, top entry: *i*; the second entry is 3.726 eV less favorable.